76
Properties=species:S:1:pos:R:3 method="wB97M-V/def2-TZVPD" fmax_ha_per_bohr=0.0399 homo_lumo_gap_ha=0.324 homo_ev=-9.697
O 2.46 -4.46 -0.07
P 2.46 -3.42 -1.15
C 2.55 -1.81 -0.44
C 3.78 -1.22 -0.19
C 3.85 0.04 0.41
C 2.69 0.71 0.75
C 1.43 0.13 0.50
N 0.30 0.82 0.87
C -0.82 0.19 0.66
C -0.90 -1.12 0.11
N 0.15 -1.77 -0.28
C 1.35 -1.15 -0.10
H 1.32 -3.47 -1.95
H 3.56 -3.55 -2.01
H 4.68 -1.74 -0.45
H 4.80 0.50 0.64
H 2.73 1.66 1.23
H -1.75 0.68 0.93
H -1.88 -1.57 0.01
O -3.46 -0.49 -1.27
H -3.30 -0.09 -2.13
H -4.24 -1.03 -1.41
O -1.64 3.26 0.90
H -0.95 2.66 0.58
H -2.23 3.40 0.15
O -0.68 -2.17 -2.50
H -1.35 -2.87 -2.60
H -0.36 -2.28 -1.60
O -1.15 0.24 -3.53
H -0.79 0.04 -4.40
H -1.28 -0.63 -3.12
O 4.22 1.55 3.22
H 4.13 2.08 4.03
H 3.92 0.67 3.48
O 0.69 0.33 4.24
H 0.76 0.74 3.37
H -0.26 0.21 4.37
O -4.87 1.64 -2.92
H -4.19 2.07 -3.45
H -5.29 2.37 -2.45
O -3.32 4.05 -4.55
H -2.62 3.55 -4.98
H -3.64 4.66 -5.21
O 0.24 -0.09 -6.04
H 0.91 -0.62 -6.48
H -0.10 0.50 -6.72
O 0.75 2.58 6.47
H 1.44 3.08 6.03
H 0.56 1.85 5.87
O -1.83 4.97 3.29
H -1.19 5.58 2.91
H -1.95 4.29 2.62
O 4.44 -1.44 3.44
H 4.35 -1.80 2.55
H 4.00 -2.09 4.00
O -3.25 -3.45 -3.34
H -3.66 -3.88 -4.10
H -3.38 -2.50 -3.50
O 5.10 -0.80 -2.97
H 5.81 -0.38 -3.47
H 4.63 -0.07 -2.56
O -0.74 7.96 3.19
H -1.57 7.91 3.68
H -0.53 8.90 3.15
O -3.34 1.84 3.18
H -2.74 2.45 2.72
H -3.89 2.41 3.73
O -0.50 -5.29 -0.28
H -0.45 -4.47 0.23
H 0.28 -5.77 0.01
O 1.12 -4.40 2.34
H 1.59 -4.60 1.51
H 0.97 -5.25 2.77
O -2.84 -3.51 -0.29
H -2.15 -4.16 -0.48
H -3.00 -3.14 -1.17

20
Properties=species:S:1:pos:R:3 method="wB97M-V/def2-TZVPD" fmax_ha_per_bohr=0.1817 homo_lumo_gap_ha="0.260 / 0.231" homo_ev="-15.983 / -17.309" spin_multiplicity=5 total_charge=+2
O 0.00 3.16 -1.14
C 0.01 2.06 -0.78
Cr 0.00 0.18 -0.10
O 0.00 -1.10 -2.84
C 0.00 -0.33 -1.96
C -0.03 -1.60 0.66
O -0.01 -2.72 1.02
C -1.94 0.34 0.00
O -3.03 -0.07 0.07
C 1.93 0.29 0.01
O 3.04 -0.08 0.06
N -0.23 2.15 3.52
C 0.21 0.98 4.07
C 0.37 0.07 3.05
N -0.02 0.75 1.89
C -0.35 1.96 2.21
H -0.44 3.02 3.94
H 0.35 0.87 5.10
H 0.69 -0.99 2.99
H -0.65 2.71 1.58

17
Properties=species:S:1:pos:R:3 method="wB97M-V/def2-TZVPD" fmax_ha_per_bohr=0.0522 homo_lumo_gap_ha=0.334 de_lowest_kj_mol=0.00 homo_ev=-9.380 smiles="O=Cc1cccc2c1OC(F)(F)O2"
O 3.17 -1.61 -0.65
C 2.35 -1.07 0.05
C 1.05 -0.54 -0.39
C 0.52 -0.82 -1.67
C -0.75 -0.36 -2.06
C -1.56 0.32 -1.15
C -1.03 0.59 0.11
C 0.23 0.18 0.48
O 0.42 0.50 1.78
C -0.81 1.11 2.22
F -0.57 2.36 2.71
F -1.27 0.36 3.22
O -1.71 1.16 1.12
H 2.56 -0.97 1.12
H 1.08 -1.41 -2.40
H -1.15 -0.50 -3.07
H -2.53 0.68 -1.43

20
Properties=species:S:1:pos:R:3 method="wB97M-V/def2-TZVPD" fmax_ha_per_bohr=0.1815 homo_lumo_gap_ha="0.236 / 0.269" homo_ev="-19.372 / -23.666" spin_multiplicity=5 total_charge=+3
O -1.91 -2.86 0.24
C -1.44 -1.82 0.05
Ru 0.00 0.11 -0.25
O 1.96 -1.45 1.57
C 1.18 -0.91 0.90
C 1.16 1.65 -0.11
O 1.87 2.56 -0.06
C -1.03 1.67 -1.38
O -1.65 2.46 -1.94
C 0.77 -0.63 -1.86
O 1.31 -1.10 -2.76
H -1.45 -0.08 -0.57
S -2.91 1.35 3.46
C -1.28 1.73 3.87
C -0.42 1.36 2.85
N -1.06 0.84 1.72
C -2.38 0.74 1.91
H -0.96 2.17 4.82
H 0.67 1.48 2.86
H -3.08 0.33 1.18